P) {
  "formula": "C6H10O4",
  "method": "ωB97M-V with the def2-TZVPD basis set",
  "multiplicity": 1,
  "e_lumo_ev": 0.26,
  "orbital_gap_ev": 9.811,
  "symbols": ["C", "C", "C", "C", "C", "C", "H", "H", "H", "H", "H", "H", "H", "H", "H", "H", "O", "O", "O", "O"],
  "xyz": [[-1.842, 0.363, -0.546], [-1.851, 0.518, 0.981], [0.190, -0.780, 0.360], [1.745, -0.346, 0.390], [1.698, 1.257, 0.068], [-0.237, -0.034, -0.799], [-1.508, -1.538, -0.724], [-2.419, 1.074, -1.173], [-1.660, 1.703, 1.117], [-2.796, 0.251, 1.424], [0.441, -1.808, 0.402], [2.150, -0.523, 1.339], [2.157, -2.152, -0.612], [2.640, 1.563, -0.641], [1.736, 1.932, 1.022], [0.111, -0.409, -1.711], [-2.569, -0.788, -0.931], [-0.828, -0.582, 1.239], [2.414, -1.041, -0.485], [0.429, 1.338, -0.721]]
}


Q) {
  "formula": "C6H10O4",
  "method": "ωB97M-V with the def2-TZVPD basis set",
  "multiplicity": 1,
  "e_lumo_ev": -0.85,
  "orbital_gap_ev": 8.239,
  "symbols": ["C", "C", "C", "C", "C", "C", "H", "H", "H", "H", "H", "H", "H", "H", "H", "H", "O", "O", "O", "O"],
  "xyz": [[1.233, -0.869, 0.118], [0.281, -1.045, -0.899], [-0.699, -0.362, -1.349], [-1.190, 0.696, -0.483], [-0.103, 1.266, 0.630], [0.355, -0.211, 1.195], [2.546, 0.144, -1.632], [1.758, -1.890, 0.541], [0.266, -1.865, -1.666], [-1.596, -0.924, -1.971], [-1.415, 1.686, -0.793], [-3.116, 0.609, 0.372], [-0.356, 1.814, 1.649], [1.788, 1.503, -0.149], [1.022, -0.089, 2.181], [-1.153, -1.118, 0.746], [2.487, -0.219, -0.197], [-2.419, 0.112, -0.090], [1.014, 1.946, 0.138], [-0.704, -1.186, 1.661]]
}


So which one is most stable? That would be P), about 24.6 kcal/mol below the next structure.